# 1
{
  "formula": "C6H12N2",
  "method": "ωB97M-V/def2-TZVPD",
  "elements": ["C", "C", "N", "C", "H", "H", "H", "H", "H", "C", "N", "C", "C", "H", "H", "H", "H", "H", "H", "H"],
  "coordinates": [[-2.630, 0.635, -0.029], [-2.672, 0.394, 1.277], [-1.610, -0.159, 2.011], [-1.191, -1.295, 1.638], [-1.750, 0.479, -0.639], [-3.447, 1.142, -0.525], [-3.522, 0.687, 1.882], [-0.347, -1.702, 2.179], [-1.669, -1.779, 0.788], [1.258, 1.141, 0.807], [0.879, 0.747, -0.331], [1.917, 0.450, -1.303], [1.813, -1.007, -1.734], [2.321, 1.387, 0.935], [0.610, 1.248, 1.670], [1.738, 1.078, -2.180], [2.919, 0.671, -0.915], [2.729, -1.298, -2.249], [1.680, -1.658, -0.870], [0.975, -1.161, -2.412]],
  "forces_ev_per_angstrom": [[-0.1, 0.4, -0.2], [0.0, 0.2, -0.2], [-0.1, -0.3, 0.1], [-0.2, 0.9, 0.2], [0.1, -0.2, 0.2], [-0.1, -0.1, 0.1], [0.0, 0.0, 0.0], [0.1, -0.4, -0.2], [0.2, -0.4, 0.0], [0.8, 0.1, -0.5], [-0.3, -0.4, 0.5], [-0.3, 0.3, -0.3], [0.2, 0.0, 0.0], [0.0, -0.1, 0.4], [-0.4, 0.1, -0.2], [0.1, 0.0, 0.1], [0.0, 0.0, 0.1], [0.0, -0.1, 0.0], [0.1, 0.0, 0.0], [-0.1, 0.0, 0.0]],
  "homo_ev": -9.1,
  "relative_energy_kcal_mol": 55.8,
  "energy_ha": -345.2389,
  "orbital_gap_ev": 10.207
}

# 2
{
  "formula": "C30H28AuIN2O4SSe",
  "method": "ωB97M-V/def2-TZVPD",
  "elements": ["Au", "C", "C", "N", "C", "C", "C", "O", "C", "C", "N", "C", "C", "C", "C", "C", "C", "I", "C", "O", "H", "H", "H", "H", "H", "H", "H", "H", "H", "H", "H", "H", "O", "C", "O", "C", "C", "C", "C", "S", "C", "C", "H", "H", "H", "H", "H", "C", "C", "C", "C", "C", "C", "Se", "C", "C", "C", "H", "H", "H", "H", "H", "H", "H", "H", "H", "H", "H"],
  "coordinates": [[-0.347, 1.502, 0.146], [0.392, -1.557, 3.812], [1.507, -1.471, 2.816], [2.398, -2.413, 2.779], [3.406, -2.326, 1.856], [3.495, -1.348, 0.919], [4.649, -1.384, -0.046], [4.243, -1.477, -1.412], [2.500, -0.312, 0.895], [2.622, 0.713, -0.079], [1.793, 1.689, -0.370], [2.348, 2.732, -1.167], [3.723, 3.005, -1.116], [4.298, 4.006, -1.877], [3.512, 4.806, -2.689], [2.144, 4.606, -2.705], [1.571, 3.591, -1.950], [-0.496, 3.481, -1.991], [1.520, -0.305, 1.930], [0.697, 0.626, 2.151], [0.393, -2.547, 4.264], [-0.571, -1.354, 3.341], [0.515, -0.804, 4.594], [4.152, -3.113, 1.896], [5.298, -2.223, 0.221], [5.257, -0.479, 0.016], [3.634, -2.221, -1.468], [3.532, 0.670, -0.669], [4.350, 2.449, -0.435], [5.365, 4.175, -1.809], [3.951, 5.600, -3.278], [1.511, 5.247, -3.303], [-8.240, 4.043, -0.319], [-7.296, 3.590, -1.175], [-7.452, 3.712, -2.355], [-6.081, 2.949, -0.576], [-4.980, 2.779, -1.408], [-3.817, 2.206, -0.926], [-3.734, 1.770, 0.393], [-2.313, 1.032, 1.142], [-4.849, 1.907, 1.218], [-6.003, 2.501, 0.739], [-7.930, 3.969, 0.591], [-5.052, 3.105, -2.436], [-2.975, 2.087, -1.594], [-4.818, 1.550, 2.240], [-6.851, 2.569, 1.412], [1.578, -5.334, 0.586], [0.735, -4.147, 0.222], [1.054, -3.346, -0.867], [0.346, -2.189, -1.166], [0.782, -1.352, -2.339], [-0.766, -1.869, -0.369], [-1.800, -0.371, -0.917], [-1.166, -2.710, 0.684], [-2.419, -2.488, 1.482], [-0.382, -3.816, 0.977], [2.420, -5.445, -0.097], [0.996, -6.257, 0.562], [1.971, -5.218, 1.598], [1.886, -3.634, -1.503], [1.634, -1.811, -2.837], [1.077, -0.349, -2.023], [-0.010, -1.232, -3.078], [-2.552, -1.455, 1.784], [-2.411, -3.114, 2.374], [-3.293, -2.759, 0.883], [-0.655, -4.436, 1.824]],
  "forces_ev_per_angstrom": [[0.7, 0.2, -0.1], [0.0, 0.0, 0.1], [0.0, -0.2, 0.1], [0.0, 0.1, -0.1], [0.0, -0.1, 0.0], [0.0, 0.0, 0.1], [0.0, 0.0, 0.0], [0.0, -0.1, 0.0], [0.2, 0.1, -0.2], [-0.2, -0.1, 0.2], [0.4, 0.4, 0.0], [-0.2, -0.2, 0.3], [0.0, 0.1, -0.1], [0.0, 0.0, 0.0], [0.0, 0.0, 0.0], [0.0, 0.0, 0.0], [0.3, 0.0, 0.0], [-0.3, 0.3, -0.4], [-0.2, 0.2, 0.2], [0.2, -0.3, 0.0], [0.0, 0.0, 0.0], [0.0, 0.0, 0.0], [0.0, 0.0, 0.0], [0.0, 0.0, 0.0], [0.0, 0.0, 0.0], [0.0, 0.0, 0.0], [-0.1, 0.0, 0.0], [0.0, -0.1, 0.0], [0.0, 0.0, 0.0], [0.0, 0.0, 0.0], [0.0, 0.0, 0.0], [0.0, 0.0, 0.0], [0.1, 0.0, 0.0], [-0.1, 0.0, 0.0], [0.0, 0.0, 0.0], [0.1, 0.0, 0.0], [0.0, 0.0, 0.1], [0.1, -0.1, -0.1], [-0.2, 0.1, 0.0], [-0.5, -0.1, 0.1], [0.0, 0.0, 0.1], [0.0, 0.0, 0.0], [0.0, 0.0, 0.0], [0.0, 0.0, 0.0], [0.0, 0.0, 0.0], [0.0, 0.0, 0.0], [0.0, 0.0, 0.0], [0.0, 0.0, 0.0], [0.1, 0.0, -0.1], [0.0, 0.0, 0.1], [0.0, 0.0, 0.0], [0.0, 0.0, 0.0], [0.1, -0.2, 0.0], [-0.5, -0.3, 0.0], [0.0, 0.0, 0.0], [0.0, -0.1, -0.1], [0.0, 0.1, 0.0], [0.0, 0.0, 0.0], [0.0, 0.0, 0.0], [0.0, 0.0, 0.0], [0.0, 0.0, 0.0], [0.0, 0.0, 0.0], [0.0, 0.0, 0.0], [0.0, 0.0, 0.0], [0.0, 0.1, 0.0], [0.0, 0.0, 0.0], [0.0, 0.0, 0.0], [0.0, 0.0, 0.0]],
  "homo_ev": -7.4,
  "relative_energy_kcal_mol": 14.2,
  "energy_ha": -4803.4589,
  "orbital_gap_ev": 5.704
}

# 3
{
  "formula": "C20H23N3O4S",
  "method": "ωB97M-V/def2-TZVPD",
  "elements": ["C", "C", "H", "H", "O", "C", "C", "C", "C", "C", "C", "O", "C", "C", "H", "H", "H", "H", "H", "O", "C", "C", "H", "H", "H", "H", "H", "H", "C", "O", "N", "C", "C", "C", "C", "C", "N", "S", "N", "C", "H", "H", "C", "H", "H", "H", "H", "H", "H", "H", "H"],
  "coordinates": [[3.318, -0.612, -0.307], [2.973, 0.824, 0.071], [3.845, 1.470, -0.054], [2.649, 0.868, 1.120], [1.994, 1.373, -0.792], [0.703, 0.941, -0.628], [0.033, 1.076, 0.579], [-1.297, 0.699, 0.675], [-1.970, 0.224, -0.443], [-1.310, 0.056, -1.651], [0.051, 0.409, -1.752], [0.815, 0.208, -2.865], [0.351, 0.715, -4.106], [0.136, 2.223, -4.066], [-0.095, 2.591, -5.062], [-0.687, 2.471, -3.399], [1.035, 2.715, -3.701], [1.151, 0.462, -4.806], [-0.569, 0.206, -4.413], [-1.894, -0.467, -2.765], [-3.256, -0.849, -2.712], [-3.634, -1.382, -4.085], [-4.670, -1.708, -4.081], [-2.996, -2.222, -4.346], [-3.509, -0.605, -4.835], [-3.397, -1.627, -1.949], [-3.881, 0.016, -2.454], [-3.007, -0.043, -0.327], [-2.044, 0.814, 1.953], [-3.173, 1.248, 2.039], [-1.355, 0.447, 3.079], [-0.177, -0.297, 3.155], [0.796, 0.001, 4.092], [1.993, -0.746, 4.143], [2.264, -1.780, 3.291], [1.283, -2.125, 2.349], [1.319, -3.113, 1.452], [-0.066, -3.124, 0.640], [-0.785, -1.891, 1.373], [0.045, -1.395, 2.291], [3.188, -2.330, 3.330], [2.728, -0.467, 4.884], [0.586, 1.141, 5.044], [0.247, 2.029, 4.512], [1.508, 1.378, 5.569], [-0.171, 0.885, 5.787], [-1.814, 0.678, 3.953], [0.546, 1.508, 1.425], [4.133, -0.976, 0.313], [3.610, -0.656, -1.352], [2.455, -1.259, -0.166]],
  "forces_ev_per_angstrom": [[-0.2, 0.4, 0.0], [0.4, -0.4, 0.2], [-0.1, 0.0, 0.1], [0.0, 0.1, -0.1], [-0.5, 0.2, -0.1], [-0.1, -0.1, -0.3], [-0.1, 0.1, -0.1], [0.1, 0.4, -0.6], [-0.1, 0.1, 0.0], [0.1, 0.1, 0.2], [0.2, 0.1, 0.1], [-0.2, -0.3, 0.5], [-0.2, 0.3, -0.5], [0.1, -0.4, 0.1], [-0.1, 0.1, -0.1], [-0.1, 0.1, 0.0], [0.1, 0.1, 0.0], [-0.1, 0.0, 0.0], [0.2, 0.1, 0.0], [0.3, 0.1, 0.0], [-0.4, -0.1, -0.1], [0.2, 0.2, 0.4], [-0.1, 0.0, 0.0], [0.0, -0.1, 0.0], [0.0, 0.1, -0.1], [0.0, 0.1, 0.0], [0.1, -0.1, 0.1], [-0.1, -0.1, 0.0], [-0.1, 0.1, -0.1], [-0.1, -0.1, -0.1], [0.0, 0.0, 0.7], [0.5, 0.2, 0.5], [-0.8, 0.2, -0.4], [0.4, -0.6, -0.3], [0.3, 0.3, 0.4], [-0.9, 0.1, -0.5], [0.5, -0.6, -0.2], [0.4, 0.8, 1.0], [-0.6, -0.1, 0.0], [0.4, -0.9, -0.4], [0.1, -0.1, 0.0], [0.1, 0.0, 0.1], [0.0, -0.1, -0.1], [0.0, 0.1, 0.0], [0.0, 0.0, 0.1], [0.0, 0.1, 0.1], [0.0, 0.0, -0.2], [0.1, 0.0, 0.1], [0.1, -0.1, 0.1], [0.1, 0.0, -0.1], [-0.1, -0.1, 0.0]],
  "homo_ev": -8.2,
  "relative_energy_kcal_mol": 41.3,
  "energy_ha": -1639.3294,
  "orbital_gap_ev": 7.567
}